The following is a DFT calculation (ωB97M-V/def2-TZVPD) of 3 unconnected molecules or ions with the total composition C5H11NO2 in a non-equilibrium geometry.

Computed properties:
Calculated total energy in Eh: -402.2929
Spin multiplicity: 2
Charge: -1
Max |F| in eV/Å: 3.2
⟨S²⟩: 0.7502
Frontier orbital gap (spin up / spin down) in eV: 2.888 / 8.532

Last columns: bonded neighbours and bond lengths (Å).
Element x y z (Å)
1 C 0.158 1.673 -0.517  C2 1.489, H7 1.072, H8 1.096, H9 1.100
2 C 0.135 0.268 -0.024  C1 1.489, C3 1.385, C6 1.410
3 C 0.432 -0.125 1.270  C2 1.385, N4 1.373, H10 1.079
4 N 0.285 -1.490 1.300  C3 1.373, C5 1.359, H11 1.003
5 C -0.178 -1.974 0.118  N4 1.359, C6 1.418, H12 1.081
6 C -0.351 -0.851 -0.730  C2 1.410, C5 1.418, H13 1.075
7 H 0.979 1.853 -1.183  C1 1.072
8 H -0.806 1.994 -0.927  C1 1.096
9 H 0.351 2.308 0.360  C1 1.100
10 H 0.737 0.438 2.139  C3 1.079
11 H 0.450 -2.075 2.099  N4 1.003
12 H -0.545 -2.990 0.095  C5 1.081
13 H -0.663 -1.068 -1.736  C6 1.075
14 H 2.214 -0.126 -0.169  O16 0.978
15 H 2.985 0.240 -1.400  O16 0.954
16 O 2.992 0.391 -0.458  H14 0.978, H15 0.954
17 H -3.462 0.008 -0.469  O19 0.967
18 H -2.815 0.739 0.600  O19 0.971
19 O -2.898 0.786 -0.366  H17 0.967, H18 0.971

Atomic charges from the natural (NBO) analysis, expressed in e, are listed below: atom 1 (C): -0.65, atom 2 (C): -0.15, atom 3 (C): -0.29, atom 4 (N): -0.56, atom 5 (C): -0.28, atom 6 (C): -0.36, atom 7 (H): 0.21, atom 8 (H): 0.23, atom 9 (H): 0.20, atom 10 (H): 0.21, atom 11 (H): 0.37, atom 12 (H): 0.20, atom 13 (H): 0.21, atom 14 (H): 0.48, atom 15 (H): 0.45, atom 16 (O): -0.97, atom 17 (H): 0.41, atom 18 (H): 0.42, atom 19 (O): -1.14